The following is a DFT calculation (the ωB97M-V functional and the def2-TZVPD basis) of a cluster of 8 separate species, C72H152N8O8 in total at a distorted geometry.

The geometry in XYZ format:
```
240
Properties=species:S:1:pos:R:3:forces:R:3:mulliken_charge:R:1
C 18.217 10.243 24.649 0.19 -1.54 1.01 -1.318
H 10.484 4.343 25.623 0.40 0.87 0.27 0.375
H 20.589 15.094 27.288 0.07 -0.13 -0.28 0.537
C 18.174 5.026 25.708 0.75 -0.87 1.53 -1.743
C 17.118 13.736 28.682 0.27 0.49 0.46 1.931
H 25.870 12.353 25.820 0.47 0.15 0.43 0.449
H 18.068 14.238 30.610 -0.29 0.49 -0.27 0.385
O 19.293 12.238 22.994 0.21 0.21 -0.60 -0.875
H 13.983 16.341 21.897 -0.07 -0.48 0.83 0.296
C 19.583 12.618 16.171 1.25 1.62 -0.36 -1.831
H 18.974 6.531 23.287 -0.62 -0.91 -0.15 -1.280
H 18.583 4.626 26.683 -0.28 0.18 -1.20 0.282
H 24.578 10.441 24.740 0.66 -0.28 -0.15 0.472
H 11.444 3.689 21.354 -0.84 0.76 0.44 0.383
H 20.973 6.612 18.182 0.22 -0.05 -0.22 0.061
C 11.602 3.136 24.120 0.10 0.28 1.02 1.606
H 16.123 8.764 17.005 0.40 -0.09 0.42 0.548
H 12.048 7.348 24.013 0.08 0.64 -0.16 0.464
H 12.366 2.443 26.031 -0.30 -0.59 0.64 0.523
H 15.878 12.005 28.756 -0.04 -0.86 0.35 0.477
C 24.254 11.093 25.540 -1.07 0.05 -0.18 -1.581
H 17.693 8.773 20.437 0.49 0.32 0.09 0.574
H 18.757 5.885 25.433 0.85 0.09 -0.37 0.294
H 22.126 9.959 24.255 0.33 0.07 0.95 0.354
C 11.149 1.805 23.540 1.40 -1.38 -0.49 -1.872
C 12.721 2.996 25.194 1.06 1.60 -1.76 -1.187
C 16.703 9.451 14.602 0.38 -1.94 -1.12 -1.961
O 21.848 10.010 28.148 0.92 0.22 -0.40 -0.601
H 12.021 1.212 23.141 -0.77 0.63 0.06 0.340
C 17.696 12.342 14.632 0.24 0.29 -0.44 -1.660
H 17.566 9.253 17.975 0.19 -0.21 -0.35 -0.583
H 17.646 14.085 19.199 0.19 -0.25 -0.63 -0.137
H 24.321 13.132 27.496 0.02 -0.04 0.11 0.395
H 22.890 4.692 18.667 0.04 1.14 0.18 0.408
H 20.694 5.898 24.478 -0.11 -0.93 -0.31 0.094
H 10.388 1.923 22.769 0.16 0.14 -0.05 0.449
C 22.169 9.404 18.637 1.52 -0.49 1.50 -1.013
O 19.821 2.731 25.275 -0.15 -0.50 0.58 -0.515
H 14.806 13.397 28.738 1.27 0.12 -0.13 0.301
H 18.196 15.824 19.171 0.82 -0.24 -0.32 0.602
C 22.952 6.421 17.303 1.22 -1.91 0.50 2.153
C 17.449 11.918 17.105 0.05 -0.44 0.26 -0.309
H 19.372 4.138 21.435 -0.09 0.25 -0.13 0.421
H 18.516 12.107 29.441 -0.96 0.99 -1.39 0.337
N 23.651 7.699 17.344 -0.39 1.47 -0.96 0.008
H 19.884 11.559 23.322 0.58 -0.02 0.40 0.238
H 14.500 12.765 19.538 0.19 0.39 -0.26 0.130
H 12.423 5.002 26.095 -0.20 -0.12 0.64 0.607
H 26.027 10.782 26.597 0.95 -0.60 0.45 0.387
H 25.068 7.484 19.691 -0.15 0.83 -0.40 0.295
H 24.948 10.393 30.046 0.22 0.14 -0.12 0.471
C 17.445 4.897 23.392 0.81 -2.11 -0.66 -1.576
C 18.446 7.908 15.705 -1.40 -0.48 0.82 -1.720
H 21.732 9.450 17.685 -0.69 0.40 -1.32 0.293
H 11.014 6.160 24.755 0.11 0.05 -0.71 0.287
C 14.816 16.851 20.132 0.01 1.59 -0.14 -0.535
C 24.616 9.796 18.117 -0.35 -0.20 0.36 -1.982
C 17.432 11.001 23.648 -1.93 0.99 -0.27 3.733
C 23.162 10.260 26.250 0.75 0.36 0.01 2.351
C 14.268 13.834 19.509 -1.74 0.84 -1.59 -1.397
C 16.945 2.916 24.962 0.77 1.31 0.75 -1.555
H 18.067 15.834 25.411 0.19 0.42 0.30 0.303
H 20.564 2.087 22.177 0.35 0.49 0.44 0.448
C 13.721 5.229 24.476 0.51 -0.06 -0.67 -0.267
H 14.064 6.277 24.716 -0.06 -1.16 0.07 0.587
C 19.646 13.537 28.442 1.66 -0.02 -1.53 0.999
H 23.766 9.386 29.348 -1.15 -1.60 0.34 0.431
C 16.644 9.113 22.206 -0.62 -2.98 1.48 0.458
H 19.895 11.988 20.280 -0.54 -0.46 0.28 0.133
H 22.010 5.117 23.601 -0.10 0.03 0.02 0.516
H 17.425 2.504 25.859 -0.78 -0.14 0.17 0.550
H 17.664 7.078 15.622 0.92 1.10 0.04 0.410
H 18.717 9.364 24.240 0.00 -0.03 -0.06 -0.417
H 13.714 6.939 22.412 -0.24 0.00 -0.37 0.224
H 21.584 2.235 23.620 0.21 -0.26 0.46 0.456
H 16.990 4.087 22.726 0.14 1.64 0.21 0.210
H 23.418 8.378 25.463 0.23 -0.48 0.04 0.495
H 17.265 5.531 25.963 -1.13 -0.25 0.13 0.503
H 23.810 11.899 24.960 -0.36 0.46 0.38 0.537
H 16.045 10.276 14.716 -0.74 0.38 0.35 0.364
C 16.239 16.856 20.690 -0.54 -2.06 1.08 -1.390
C 21.935 10.102 25.349 -0.42 -0.91 -0.02 -2.527
C 18.858 16.334 28.858 -0.02 1.30 -1.14 -1.725
H 16.190 17.209 21.724 -0.12 -0.13 0.17 0.403
C 17.719 9.303 15.749 1.27 -0.20 0.29 1.711
H 18.371 14.272 21.655 0.93 -0.21 0.06 0.569
H 18.964 7.727 16.693 -0.27 0.32 -1.20 -0.046
C 17.445 9.625 21.087 0.37 1.03 -1.40 -0.765
H 23.992 8.576 20.601 -0.28 -0.53 0.01 0.391
C 16.973 9.465 17.079 -1.14 -0.33 -0.46 -0.687
H 20.034 12.485 17.172 0.04 -0.48 -0.59 0.133
C 17.076 14.261 30.133 0.00 -0.24 0.20 -2.006
C 24.033 7.875 19.754 -0.58 -0.20 -1.28 -1.313
H 17.174 9.611 13.633 0.48 0.10 0.05 0.364
H 13.984 5.348 21.673 0.32 -0.24 0.08 0.385
H 19.457 14.073 26.391 -0.04 -0.81 -1.52 0.201
H 19.253 10.667 19.371 0.01 -0.80 -0.84 0.779
H 21.214 7.423 16.679 -0.15 0.28 -0.32 0.265
C 12.669 5.385 23.395 -1.59 -0.34 0.81 1.376
H 21.964 3.171 22.208 0.29 0.41 -0.28 0.299
H 16.008 11.030 18.271 -0.02 -0.62 -0.66 -0.066
H 16.747 5.596 23.819 -0.74 -0.11 -0.11 0.764
C 19.662 4.786 22.272 1.21 -0.64 -1.52 -1.777
H 24.611 6.110 16.042 -0.77 -1.00 -0.34 0.377
C 23.765 8.829 26.393 1.27 -0.36 -0.72 -1.601
H 19.943 13.995 29.348 0.13 0.56 1.08 0.540
H 15.516 11.084 16.601 0.20 -0.36 -0.20 0.508
N 22.738 10.972 27.491 -0.29 -1.75 -0.96 0.616
H 24.445 5.403 18.645 0.52 0.17 -0.76 0.392
H 14.777 16.755 19.034 0.04 -0.25 0.36 0.351
H 19.270 13.677 16.192 -0.17 -0.29 0.12 0.389
C 23.575 5.675 16.071 0.16 0.51 0.38 -1.745
C 16.866 15.412 20.688 1.44 0.66 0.26 1.640
H 14.193 12.692 21.569 -0.91 -0.51 0.88 0.089
C 11.530 6.428 23.812 0.93 -1.78 0.79 -1.601
C 10.359 3.605 24.864 -1.36 0.41 -0.70 -1.855
C 15.785 12.992 28.360 0.20 0.75 0.57 -1.726
H 14.429 17.859 20.370 -0.01 -0.21 -0.49 0.443
H 15.591 10.864 22.603 -0.38 -0.01 0.11 -0.606
H 25.676 9.442 17.941 -1.42 0.13 -0.36 0.276
C 23.226 6.552 19.861 0.96 0.66 0.27 0.139
H 12.413 6.049 21.487 -0.18 0.71 -0.74 0.649
H 15.730 8.578 21.844 0.77 0.20 -0.05 0.510
H 17.726 13.000 24.349 0.18 -0.07 0.10 0.400
H 23.603 6.058 20.743 0.06 -0.54 0.29 0.544
H 21.484 4.407 25.105 -0.22 0.25 -0.11 0.361
C 18.374 12.830 28.539 -1.97 -2.97 0.09 -0.637
C 23.141 12.194 29.524 0.44 -0.81 -1.66 -1.790
H 15.717 12.916 27.300 -0.16 -0.16 -0.96 0.283
N 18.210 11.509 22.475 -0.61 -0.98 -0.27 1.469
H 18.128 11.803 17.940 -0.22 0.20 0.49 -0.841
C 21.114 4.905 24.198 0.74 -0.44 0.36 -1.608
C 23.564 8.682 18.473 1.03 -0.16 0.29 1.540
H 12.673 13.782 21.587 0.40 -0.56 0.03 0.483
H 25.686 12.400 28.389 -0.86 -0.12 -0.03 0.401
H 10.854 6.504 22.976 -0.39 0.24 0.01 0.448
C 24.805 12.179 27.741 1.17 0.36 -0.82 -1.114
H 17.681 17.301 26.358 -0.41 0.15 0.23 0.407
H 16.891 12.772 21.662 -0.24 0.01 -0.86 -0.808
H 18.223 12.172 27.603 0.26 0.82 1.25 -0.170
H 14.062 4.281 26.380 -0.72 0.19 -0.22 0.370
H 16.126 8.484 14.400 0.54 1.24 0.79 0.362
H 22.497 11.649 30.183 -0.02 -0.39 0.76 0.455
H 13.962 14.011 22.764 0.08 -0.06 1.34 0.449
H 15.629 9.792 24.003 -0.32 -0.33 0.65 0.856
C 21.157 2.792 22.809 -1.36 -0.22 -0.61 -1.990
C 25.377 11.605 26.438 -1.49 0.13 -0.81 -0.949
H 16.866 2.099 24.247 -0.19 0.31 -0.31 0.450
H 17.933 15.731 22.596 -0.20 -0.50 -0.13 0.291
C 23.794 11.274 28.431 0.50 0.94 1.60 1.637
C 16.381 10.848 17.229 -0.42 1.27 1.46 -0.505
C 13.751 13.668 21.785 -0.66 -1.37 0.64 -1.764
C 14.512 14.489 20.875 0.93 0.22 -2.04 1.350
H 17.982 16.971 29.159 1.16 -0.30 -0.33 0.330
C 19.015 11.307 20.183 0.63 1.33 1.16 -1.142
H 23.984 12.687 29.979 -0.17 0.37 0.72 0.534
C 17.382 15.123 19.261 -0.74 1.20 1.19 -1.668
H 14.536 4.640 24.007 -0.03 0.59 0.19 -0.065
H 21.437 9.197 25.733 -0.19 0.27 -0.44 0.398
H 25.244 9.678 28.457 0.76 -0.65 -0.46 0.407
C 20.233 3.899 23.350 0.92 1.78 1.33 1.803
H 23.487 8.138 27.197 -0.25 0.66 0.04 0.223
C 18.389 16.500 26.235 0.81 -1.24 0.82 -1.935
H 19.854 16.882 28.827 -1.38 -0.29 -0.20 0.319
C 24.505 10.074 29.102 -0.15 2.08 0.02 -2.045
H 24.130 10.415 17.332 0.92 -0.36 0.05 0.577
H 20.365 12.658 15.343 -0.93 -0.71 1.05 0.369
H 22.501 12.872 28.969 0.15 0.50 0.11 0.211
N 15.977 14.384 21.258 -2.03 2.12 0.09 0.141
C 13.225 4.424 25.659 0.42 -0.98 -0.09 -1.187
H 19.354 16.971 25.982 -0.23 -0.33 0.09 0.410
H 9.592 3.968 24.138 0.41 -0.33 0.62 0.325
H 15.982 3.434 25.188 0.64 -0.79 -0.05 -0.074
H 18.147 11.952 19.952 0.47 -0.49 0.06 -0.500
O 11.095 4.251 22.084 0.55 -1.24 -1.01 -0.487
C 17.985 4.002 24.558 -0.48 1.42 -0.06 1.860
H 16.649 12.207 25.347 -0.60 -0.77 1.62 0.722
H 23.031 5.944 15.150 0.33 -0.02 0.35 0.344
H 21.507 8.833 19.279 -0.11 -0.20 0.11 -0.430
H 9.959 2.765 25.435 -0.15 -0.11 -0.31 0.478
H 24.898 8.815 26.293 -1.28 0.15 0.44 0.314
H 19.642 8.577 22.314 -0.66 -0.26 0.09 0.017
H 18.873 15.998 21.215 1.12 -0.06 -0.55 0.495
H 20.433 12.784 28.291 -0.06 0.18 -0.29 -1.459
H 17.784 13.437 14.798 0.00 -0.53 -0.63 0.467
H 20.427 10.050 22.716 0.93 0.24 0.34 -0.012
C 18.359 11.756 15.928 0.23 0.13 -2.21 1.864
H 16.125 12.868 23.845 -0.19 -0.68 -0.36 -0.148
H 17.244 8.319 22.752 -0.61 0.66 -0.44 -0.887
H 21.228 10.903 25.461 -0.16 0.66 0.09 0.369
H 20.539 5.401 21.980 -0.57 -0.37 -0.46 0.052
C 13.954 15.884 20.917 0.84 1.31 -0.69 -1.328
C 18.146 15.320 21.595 -2.24 1.15 0.40 -2.216
H 18.139 6.219 21.796 0.07 -0.40 0.19 0.484
H 12.904 15.959 20.602 0.27 -0.50 -0.10 0.395
C 18.545 15.577 27.528 -0.25 0.80 -0.09 1.531
C 19.885 9.559 21.943 -2.27 1.45 0.18 -0.059
C 18.694 10.503 21.451 -1.01 -0.94 0.71 1.764
H 16.991 12.921 17.143 0.38 -0.27 -0.13 0.718
H 17.478 9.858 25.370 0.39 0.09 0.03 0.613
C 18.551 5.683 22.671 -0.66 1.14 0.57 1.717
H 18.957 10.798 25.212 0.07 0.38 0.01 -0.031
H 16.519 13.565 30.758 -0.41 -0.03 -0.11 0.514
O 23.193 8.371 16.106 1.22 0.61 0.48 -0.465
H 23.538 4.564 16.164 0.20 0.84 0.15 0.370
H 15.648 15.676 27.280 -0.29 0.18 -0.12 0.329
H 19.118 7.811 14.840 -0.14 0.09 0.44 0.505
H 16.589 15.248 30.152 0.35 -0.39 0.29 0.271
H 18.978 15.579 29.588 0.10 -0.26 0.84 0.395
H 21.139 10.581 28.399 -0.97 0.42 0.31 0.346
H 19.585 1.796 25.251 0.08 0.08 -0.02 0.360
H 13.580 2.476 24.711 -0.42 0.15 0.48 0.327
N 19.186 3.278 24.136 -0.32 -0.32 -0.44 0.214
H 23.978 8.907 15.839 -0.85 -0.77 0.27 0.380
C 13.248 5.982 22.153 0.54 -0.11 -0.04 -1.958
O 16.302 15.825 27.964 -0.44 -0.29 -0.18 -0.575
H 16.801 10.262 20.462 0.02 0.01 0.08 -0.432
H 24.705 10.482 18.957 -0.13 0.00 0.27 0.466
H 20.428 9.447 21.071 1.74 -0.35 -1.47 -0.430
N 12.144 4.001 23.023 0.09 0.92 1.17 -0.035
H 10.698 1.160 24.304 0.19 0.29 0.01 0.395
H 14.691 14.354 18.628 0.44 -0.44 0.56 0.256
H 22.267 10.418 19.086 0.07 -0.66 -0.40 0.593
N 18.840 10.339 15.783 -1.51 -0.39 0.22 0.998
H 16.878 17.561 20.214 0.65 0.34 -0.77 0.376
H 16.663 15.523 18.570 -0.51 -0.63 -0.79 0.522
H 20.846 5.743 16.683 0.80 -0.39 -0.08 0.535
O 19.571 10.221 14.555 0.18 0.09 0.38 -0.572
H 22.208 6.713 20.029 -1.80 0.53 0.38 -0.378
C 16.189 10.144 23.167 1.83 2.41 -0.89 -1.749
H 18.315 12.000 13.752 -0.82 0.66 0.76 0.343
H 16.603 12.186 14.423 1.10 -0.31 0.47 0.254
C 21.448 6.503 17.190 -1.23 0.86 0.99 -1.626
N 17.271 14.818 27.646 0.03 0.20 0.32 0.567
C 19.641 14.552 27.305 0.38 0.80 1.54 -1.181
C 16.908 12.278 24.337 0.89 1.34 -1.42 -2.719
H 20.393 9.805 14.859 -0.18 0.21 -0.18 0.327
O 16.420 13.132 20.861 0.67 -1.19 0.80 1.448
H 13.159 13.923 19.255 1.08 -0.28 0.60 0.469
C 23.403 5.697 18.623 -0.43 -0.92 -0.41 -1.538
```
Positions in Å, forces in eV/Å.

Output
* orbital gap: 8.534 eV
* E_HOMO: -0.3004 hartree
* SMILES: CC1(C)CCCC(C)(C)N1O.CC1(C)CCCC(C)(C)N1O.CC1(C)CCCC(C)(C)N1O.CC1(C)CCCC(C)(C)N1O.CC1(C)CCCC(C)(C)N1O.CC1(C)CCCC(C)(C)N1O.CC1(C)CCCC(C)(C)N1O.CC1(C)CCCC(C)(C)N1O
* DFT total energy: -105417.7117 eV
* molar mass: 1258.06 g mol⁻¹
* 2S+1: 1
* relative energy (zero: lowest compared OMol25 entry of this formula, charge and spin): 106.4 kcal/mol